Molecular formula: C4H12BrO4
Method: DFT, ωB97M-V/def2-TZVPD

The geometry in XYZ format:
```
21
Properties=species:S:1:pos:R:3:forces:R:3
Br 0.57168 0.51346 1.08035 -0.045 0.072 -0.294
C 1.43919 -3.57184 0.15879 -0.551 -0.029 -0.545
C 1.21769 -3.59815 1.65928 -0.214 1.738 -0.322
O 1.63548 -2.34485 2.19792 0.215 -0.601 0.496
O 0.52012 -2.68866 -0.48273 -0.169 -0.053 0.005
H 1.20979 -4.56790 -0.23875 0.242 0.059 -0.163
H 2.42272 -3.22357 -0.16177 0.410 -0.515 0.512
H 1.72254 -4.39564 2.20335 0.321 0.022 -0.173
H 0.13778 -3.73296 1.80174 -0.032 -0.088 0.045
H 1.19206 -1.57148 1.78173 -0.069 -0.342 0.097
H 0.79552 -1.76255 -0.35767 -0.152 -0.183 0.223
C -1.58860 2.53406 -1.52085 -0.349 0.775 -0.029
C -1.25507 3.64690 -0.54607 0.537 -0.511 0.918
O -0.97694 4.88971 -1.17249 -0.561 0.357 -0.241
O -2.13946 1.43793 -0.81294 0.967 0.160 -0.486
H -0.68492 2.34203 -2.10948 -0.061 -0.590 -0.012
H -2.34264 2.92350 -2.20946 -0.093 -0.144 -0.050
H -0.39733 3.36101 0.07174 -0.003 -0.224 -0.098
H -2.08344 3.68476 0.16854 -0.148 0.619 -0.243
H -0.03324 5.04604 -1.17513 0.091 -0.155 0.069
H -1.36293 1.07821 -0.33609 -0.339 -0.366 0.294
```
Positions in Å, forces in eV/Å.

- charge = -1
- HOMO (eV) = -5.0
- relative energy (zero: lowest compared OMol25 entry of this formula, charge and spin) (kcal/mol) = 4.4



Molecular formula: C5H9NO
Method: DFT, ωB97M-V/def2-TZVPD

The geometry in XYZ format:
```
16
Properties=species:S:1:pos:R:3:forces:R:3
O 0.52276 -1.93896 2.72504 0.032 0.101 0.517
C 0.26927 -1.86871 1.57374 -0.260 0.054 -3.067
C -0.74133 -0.90534 0.90716 -0.697 1.479 0.170
C -0.08404 0.54617 0.54960 0.562 -1.258 3.426
C 0.08567 0.87111 -0.86776 5.993 -0.454 4.134
C -0.90107 0.70812 -1.74110 -2.240 0.015 -4.648
N 1.47128 1.08895 -1.06090 -5.382 -0.070 -3.003
H 0.69989 -2.47906 0.72242 0.425 -0.236 1.136
H -1.08449 -1.25235 -0.12315 0.052 -0.341 1.788
H -1.55780 -0.77717 1.70348 0.772 0.016 -1.631
H -0.64271 1.26636 1.12519 -0.705 0.507 -0.303
H 0.91366 0.63861 1.08817 -1.089 -0.397 -0.694
H -0.70856 0.89402 -2.84631 -0.444 -0.302 1.477
H -1.92868 0.37521 -1.45539 1.146 0.482 -0.085
H 1.67682 1.41232 -1.98532 0.862 0.146 -0.536
H 2.00934 1.42072 -0.31488 0.972 0.258 1.318
```
Positions in Å, forces in eV/Å.

- ⟨S²⟩ = 0.765
- spin multiplicity = 2
- charge = +1
- HOMO (alpha / beta) (eV) = -13.5 / -13.5
- relative energy (zero: lowest compared OMol25 entry of this formula, charge and spin) (kcal/mol) = 50.7



Molecular formula: C5H12ClP
Method: DFT, ωB97M-V/def2-TZVPD

The geometry in XYZ format:
```
19
Properties=species:S:1:pos:R:3:forces:R:3
C 0.25761 -0.93418 -1.06655 -1.386 0.656 -0.391
C -1.34621 0.54625 0.22991 1.118 1.439 1.595
C 0.22341 1.50325 -1.59933 2.405 0.295 0.660
C 1.05725 0.80748 0.64863 -0.326 1.028 0.022
C 0.06201 0.42615 -0.35309 -0.227 1.247 -2.567
P 0.52797 -2.13418 2.96818 -0.295 2.269 -0.062
Cl -1.42307 -2.60527 2.71505 -0.635 0.094 -0.107
H 0.67929 -0.67965 -2.08050 -0.241 -1.031 1.072
H -0.83592 -1.28418 -1.17539 1.996 -0.258 -0.206
H 0.88968 -1.61224 -0.47695 -0.355 -0.067 -0.384
H -1.30419 1.29816 1.09595 -0.438 -1.210 -1.099
H -1.63419 -0.42585 0.54152 -0.349 -0.791 0.990
H -2.10106 0.84491 -0.44869 -0.597 0.558 -1.012
H -0.33343 1.22467 -2.53797 0.360 0.288 1.154
H -0.00267 2.51691 -1.21959 -0.408 -0.422 -0.410
H 1.39631 1.61904 -1.87087 -2.618 -0.631 0.454
H 2.04564 0.47976 0.54682 1.364 -0.808 -0.055
H 1.00880 1.82928 1.03629 -0.301 -0.346 0.203
H 0.83276 -3.42032 3.04656 0.934 -2.309 0.145
```
Positions in Å, forces in eV/Å.

- HOMO (alpha / beta) (eV) = -8.1 / -8.6
- relative energy (zero: lowest compared OMol25 entry of this formula, charge and spin) (kcal/mol) = 108.6



Molecular formula: C12H48ClN24O16
Method: DFT, ωB97M-V/def2-TZVPD

The geometry in XYZ format:
```
101
Properties=species:S:1:pos:R:3:forces:R:3
Cl 36.05534 11.49927 8.71046 1.939 0.907 -2.745
O 37.26489 11.37007 7.92625 0.544 0.720 -0.308
O 36.16928 12.52814 9.66671 0.181 1.568 1.439
O 34.98812 11.81984 7.81011 -1.139 -0.176 -0.260
O 35.91220 10.26858 9.34103 -1.566 -3.048 1.839
C 29.74290 10.28126 14.10500 0.007 1.166 -1.995
O 28.98848 11.23785 14.05330 -0.389 0.344 -0.397
N 30.48067 9.82846 13.08490 0.083 1.090 -2.966
N 29.92804 9.56657 15.14554 -0.165 -2.206 5.011
H 30.21149 10.36396 12.27195 0.794 -0.470 -0.467
H 31.16931 9.09077 13.04373 -0.405 0.327 0.175
H 30.62950 8.84121 15.18910 -0.450 0.186 0.341
H 29.30836 9.80880 15.90542 0.567 -0.437 0.302
C 37.18521 5.90147 4.55653 4.542 1.734 -4.066
O 37.59943 6.33002 3.44750 -1.034 -0.970 1.532
N 37.94225 5.13895 5.35781 0.969 -1.746 1.026
N 36.11079 6.29046 5.13003 -4.622 1.797 1.047
H 38.85672 4.91641 4.99133 -0.330 -0.320 -0.090
H 37.36095 4.38595 5.69720 0.716 -0.372 0.457
H 35.62596 6.98011 4.57378 -0.288 -0.021 0.362
H 36.04672 6.37281 6.13463 0.047 -0.060 -0.254
C 30.11524 16.35968 9.38081 -3.542 2.898 -1.010
O 28.98245 16.85331 9.48965 0.766 -0.585 -0.055
N 30.59946 15.39518 10.06829 1.284 -4.025 3.356
N 31.02645 16.80227 8.51647 1.465 1.164 -1.808
H 30.07272 14.94447 10.80281 0.096 0.198 -0.197
H 31.49574 15.00562 9.81328 -0.390 -0.220 0.405
H 31.89946 16.29798 8.57681 -0.010 0.511 -0.926
H 30.68499 17.17479 7.64198 0.367 0.002 0.234
C 34.80715 7.06550 16.03945 -1.240 -2.985 1.831
O 34.01276 6.66833 16.88266 -0.717 0.420 0.198
N 35.34330 8.25389 16.03564 0.767 3.062 0.211
N 35.33214 6.22508 15.14088 0.952 -0.227 -1.812
H 36.08354 8.49723 15.39304 -0.209 0.272 0.435
H 35.08611 8.83547 16.82032 0.319 0.160 -0.371
H 34.85061 5.37475 14.88560 0.057 0.370 0.067
H 35.82945 6.76227 14.44503 0.052 -1.043 -0.610
C 33.18032 10.91715 0.85433 3.437 -2.994 -1.118
O 32.57755 10.73401 -0.14162 -3.183 -0.116 -3.289
N 34.33662 10.21148 1.03441 0.782 -0.371 0.539
N 32.90315 11.70637 1.81359 -1.450 3.316 3.176
H 35.04425 10.58947 1.64800 0.073 -0.855 -0.154
H 34.32331 9.30089 0.59767 0.736 0.372 0.173
H 32.12342 12.32031 1.62592 0.243 0.117 0.751
H 33.42738 11.62346 2.67289 -0.605 0.528 -0.035
C 37.65721 17.37523 4.36985 2.140 -0.480 -3.008
O 38.56732 16.67031 4.01712 1.678 -1.371 -0.351
N 37.15297 18.29681 3.60710 -1.046 3.225 -3.023
N 37.03284 17.30040 5.46413 -2.279 -1.641 6.213
H 37.65643 18.48220 2.75136 -0.590 0.252 0.111
H 36.28415 18.72742 3.88965 0.359 0.177 -0.755
H 36.56364 18.09879 5.86727 0.164 -0.536 0.147
H 37.36810 16.52418 6.01658 -0.412 0.346 0.663
C 44.19996 12.01900 7.50365 0.087 4.685 0.463
O 45.08348 12.70108 7.93237 3.517 0.923 0.816
N 44.03761 10.79684 7.72741 -0.249 -7.226 2.167
N 43.20343 12.59088 6.88837 -3.945 2.318 -3.637
H 43.21315 10.29502 7.42984 0.252 0.184 0.055
H 44.50028 10.49967 8.57459 -0.011 -0.522 -0.281
H 42.22947 12.45141 7.11650 0.287 -0.382 -0.164
H 43.38601 13.40856 6.32431 0.015 0.028 0.593
C 40.95107 6.10475 11.83035 0.090 0.265 2.434
O 40.48736 6.73623 12.73903 0.052 1.036 1.827
N 40.48227 6.03638 10.65985 -2.735 -0.094 -6.600
N 41.98458 5.26580 11.85263 2.987 -1.451 2.830
H 39.81999 6.66612 10.22984 0.099 -0.245 0.289
H 40.93468 5.28563 10.15806 -1.091 0.772 -1.056
H 42.29131 5.06627 12.79401 0.454 -0.396 -0.428
H 42.29613 4.73313 11.05306 0.115 0.146 0.711
C 30.99312 3.97501 10.80711 0.539 0.396 -0.481
O 32.02767 3.44190 11.05480 3.043 -1.211 0.478
N 30.90419 5.09271 10.07922 -1.048 1.233 -0.706
N 29.86451 3.42413 11.25956 -1.460 -0.088 0.167
H 30.04305 5.60429 10.20884 0.479 0.440 -0.500
H 31.74785 5.55347 9.76930 -0.305 -0.085 0.212
H 29.02752 3.97911 11.15218 -0.169 -0.559 0.719
H 30.13658 2.88362 12.06821 -1.068 -0.086 0.106
C 27.51235 10.35650 6.75890 3.021 -2.953 4.919
O 28.13917 9.87634 7.70897 -0.792 -0.277 0.316
N 28.10720 10.95117 5.81874 2.793 3.398 -4.763
N 26.25205 10.28255 6.52603 -5.536 -0.741 -0.018
H 27.44057 11.40128 5.20792 1.487 0.527 -0.633
H 29.09865 11.13801 5.86591 -0.418 0.222 -0.122
H 25.68101 9.61003 7.01770 0.076 0.385 -0.129
H 25.93381 10.70008 5.66318 -0.618 -0.593 0.461
C 34.53476 15.01045 17.75299 1.213 -2.861 -0.125
O 34.92908 13.93731 18.19145 -0.292 -0.190 1.686
N 34.05891 16.02915 18.41877 -1.108 2.197 3.089
N 34.58803 15.15511 16.46213 -0.101 0.568 -4.288
H 33.36049 16.65327 18.04091 0.254 -0.292 -0.140
H 33.95590 15.80411 19.39798 -0.070 0.353 0.001
H 34.77756 14.27928 15.99620 0.304 0.498 -0.278
H 34.74885 16.03613 15.99516 -0.193 -0.300 0.046
C 42.14235 14.13396 13.49235 0.778 -0.385 -0.651
O 41.33007 14.95332 13.62004 -4.762 4.100 0.804
N 42.01000 12.98764 12.91673 -0.719 -4.658 -1.744
N 43.39069 14.35121 13.78236 4.528 1.166 1.595
H 41.11738 12.60207 12.64345 0.320 0.069 0.158
H 42.86417 12.44872 12.91152 -0.852 -0.552 -0.571
H 43.99828 13.55999 13.94021 0.308 0.791 0.157
H 43.58891 15.29290 14.08898 0.376 -0.511 0.247
```
Positions in Å, forces in eV/Å.

- charge = -1
- HOMO (eV) = -6.2
- relative energy (zero: lowest compared OMol25 entry of this formula, charge and spin) (kcal/mol) = 215.5